w.
The following is a quantum chemistry calculation of an isolated molecule of C4H11N3, from the Open Molecules 2025 dataset.

Positions of all 18 atoms, in Å:
C -0.26 1.48 -1.31
C -0.48 0.04 -1.73
C 0.05 -1.01 -0.77
N -0.54 -1.03 0.55
C -0.02 -0.39 1.64
N 1.17 0.31 1.46
N -0.56 -0.54 2.80
H -0.78 1.64 -0.36
H 0.78 1.68 -1.02
H -0.63 2.21 -2.03
H -1.57 -0.08 -1.68
H -0.22 -0.24 -2.75
H 1.15 -1.04 -0.76
H -0.19 -1.98 -1.20
H -1.06 -1.87 0.74
H 1.80 0.13 0.70
H 1.70 0.43 2.30
H -0.34 0.24 3.42

- Gap between HOMO and LUMO: 9.3 eV
- HOMO level: -8.42 eV
- LUMO: 0.892 eV
- Total charge: 0
- Structure (SMILES): [H]/N=C(\N)NCCC

=====

x.
The following is a quantum chemistry calculation of a structure of composition C4H11N3, from the Open Molecules 2025 dataset.

Positions of all 18 atoms, in Å:
C 1.65 -0.84 0.67
C -2.27 -0.80 -0.46
N 1.00 0.28 -0.01
C -0.58 0.66 0.02
N 1.83 1.16 -0.76
N -0.98 1.35 1.13
C -0.69 -0.47 -0.67
H 2.71 1.34 -0.30
H 2.04 0.70 -1.65
H -0.18 1.91 1.44
H -1.88 1.78 0.99
H -0.30 -0.88 -1.59
H 1.01 -1.21 1.47
H 2.61 -0.54 1.11
H 1.87 -1.64 -0.05
H -2.74 -0.52 0.48
H -2.83 -0.40 -1.31
H -2.29 -1.89 -0.51

- Gap between HOMO and LUMO: 8.0 eV
- HOMO level: -7.08 eV
- LUMO: 0.955 eV
- Total charge: 0

=====

Which structure is the least stable? The one labeled x.

=====

w.
The following is a quantum chemistry calculation of a cluster of 2 separate species, C4H11N3 in total, from the Open Molecules 2025 dataset.

Positions of all 18 atoms, in Å:
N -0.66 -1.20 -3.01
C 0.34 -1.32 -2.08
N 1.55 -1.54 -2.41
H -0.27 -0.98 -3.91
H -1.51 -0.71 -2.78
H 0.07 -1.46 -1.03
H 2.19 -1.16 -1.73
C -1.55 0.05 2.28
C -0.66 0.87 1.37
C 0.70 0.76 1.43
N 1.62 1.42 0.51
H -0.98 -0.68 2.86
H -2.08 0.72 3.00
H -2.33 -0.52 1.74
H -1.08 1.70 0.78
H 1.16 0.07 2.13
H 2.34 1.95 1.00
H 1.16 2.03 -0.14

- Gap between HOMO and LUMO: 9.4 eV
- HOMO level: -8.48 eV
- LUMO: 0.954 eV
- Total charge: 0
- Structure (SMILES): [H]/N=C/N.C/C=C/N

=====

x.
The following is a quantum chemistry calculation of an isolated molecule of C4H11N3, from the Open Molecules 2025 dataset.

Positions of all 18 atoms, in Å:
C -1.37 1.50 -0.44
C 0.01 1.33 0.16
C 0.51 -0.13 0.38
N 2.05 -2.50 -0.24
C 1.01 -1.93 -1.05
N 0.53 -0.77 -0.93
N -2.47 1.15 0.48
H -1.41 2.56 -0.66
H -1.47 0.88 -1.33
H 0.14 1.94 1.07
H 0.89 1.69 -0.40
H 1.44 -0.09 0.94
H -0.29 -0.63 0.94
H 1.64 -2.85 0.62
H 2.84 -1.90 -0.04
H 0.68 -2.63 -1.81
H -2.08 0.48 1.15
H -2.65 1.91 1.15

- Gap between HOMO and LUMO: 10.2 eV
- HOMO level: -9.39 eV
- LUMO: 0.820 eV
- Total charge: 0
- Structure (SMILES): N/C=N\CCCN

=====

y.
The following is a quantum chemistry calculation of a structure of composition C4H11N3, from the Open Molecules 2025 dataset.

Positions of all 18 atoms, in Å:
C -0.14 -0.69 -1.51
C 1.07 0.18 2.09
C -2.28 0.10 -0.70
N -0.96 0.39 -1.20
C 0.62 -0.01 -0.36
N 1.80 0.62 -0.62
N 0.31 -0.28 0.94
H -0.65 -0.57 1.08
H 2.06 0.76 -1.59
H 2.50 0.82 0.07
H -0.50 -1.71 -1.29
H 0.42 -0.57 -2.45
H 1.15 1.27 2.12
H 0.56 -0.14 3.00
H 2.07 -0.26 2.08
H -3.01 0.81 -1.11
H -2.64 -0.91 -0.96
H -2.37 0.18 0.41

- Gap between HOMO and LUMO: 7.3 eV
- HOMO level: -6.41 eV
- LUMO: 0.860 eV
- Total charge: 0

=====

Which structure is the least stable? The one labeled y.

=====

w.
The following is a quantum chemistry calculation of an isolated molecule of C21H32O7, from the Open Molecules 2025 dataset.

Positions of all 60 atoms, in Å:
C 2.58 1.96 1.91
H 2.47 2.17 2.97
H 2.86 2.89 1.41
H 1.61 1.64 1.53
C 3.64 0.89 1.68
C 4.97 1.33 2.30
H 5.31 2.26 1.84
H 5.74 0.57 2.17
H 4.84 1.50 3.37
C 3.80 0.61 0.17
C 4.46 -0.74 -0.10
O 3.71 -1.82 0.42
C 2.48 -2.08 -0.10
C 2.04 -1.68 -1.36
C 0.76 -2.00 -1.78
C -0.10 -2.71 -0.97
C 0.35 -3.14 0.28
C 1.63 -2.84 0.70
H 1.98 -3.16 1.67
H -0.31 -3.71 0.92
C -1.53 -2.95 -1.36
O -2.44 -2.13 -0.63
C -2.43 -0.77 -0.98
H -2.35 -0.66 -2.07
C -3.72 -0.08 -0.46
C -4.29 -0.79 0.79
C -5.33 0.09 1.49
O -5.91 -0.58 2.57
H -5.18 -0.91 3.11
H -4.85 1.02 1.81
H -6.14 0.33 0.80
O -3.29 -1.08 1.75
H -2.71 -1.74 1.36
H -4.76 -1.72 0.46
H -4.51 -0.05 -1.22
O -3.36 1.26 -0.21
C -2.03 1.30 0.28
O -1.34 2.40 -0.21
C -0.69 2.01 -1.41
C 0.61 2.78 -1.54
H 1.13 2.46 -2.44
H 1.24 2.59 -0.67
H 0.40 3.84 -1.59
C -1.59 2.24 -2.63
H -2.58 1.81 -2.45
H -1.70 3.30 -2.80
H -1.14 1.77 -3.50
O -0.40 0.63 -1.24
C -1.31 0.07 -0.32
H -0.76 -0.51 0.42
H -2.03 1.35 1.37
H -1.84 -3.97 -1.12
H -1.67 -2.78 -2.44
H 0.43 -1.67 -2.75
H 2.68 -1.12 -2.02
H 5.42 -0.81 0.42
H 4.64 -0.87 -1.17
H 2.81 0.61 -0.29
H 4.40 1.40 -0.29
H 3.32 -0.03 2.16

- Gap between HOMO and LUMO: 9.3 eV
- HOMO level: -8.66 eV
- LUMO: 0.676 eV
- Total charge: 0
- Structure (SMILES): CC(C)CCOc1ccc(CO[C@@H]2[C@H]3OC(C)(C)O[C@H]3O[C@@H]2[C@@H](O)CO)cc1

=====

x.
The following is a quantum chemistry calculation of an isolated molecule of C21H32O7, from the Open Molecules 2025 dataset.

Positions of all 60 atoms, in Å:
C -4.53 -1.43 -2.72
H -3.37 -1.69 -2.84
H -4.98 -2.26 -2.64
H -4.82 -1.08 -3.80
C -4.82 -0.57 -1.87
C -4.15 0.81 -1.98
H -4.40 1.53 -1.11
H -4.42 1.30 -3.12
H -3.08 0.75 -2.14
C -4.40 -1.01 -0.36
C -4.93 0.10 0.86
O -4.21 1.17 0.91
C -2.81 0.81 1.36
C -2.09 2.27 1.49
C -0.82 2.21 1.79
C -0.27 1.05 2.55
C -0.88 -0.26 2.49
C -2.26 -0.21 2.06
H -2.64 -0.99 1.95
H -0.49 -0.95 2.94
C 1.19 1.13 2.79
O 2.01 1.47 1.96
C 2.14 0.46 0.90
H 1.07 0.01 0.87
C 2.74 1.03 -0.73
C 2.83 2.40 -0.68
C 3.00 2.55 -2.15
O 3.12 4.29 -2.33
H 3.48 4.42 -1.41
H 3.96 2.21 -2.40
H 2.18 2.51 -2.83
O 3.70 2.97 -0.01
H 4.52 2.45 0.14
H 1.76 2.66 -0.37
H 2.16 0.33 -1.32
O 4.13 0.61 -0.48
C 4.23 -0.78 0.01
O 3.93 -1.90 -0.34
C 2.85 -2.63 -0.05
C 3.23 -3.98 0.29
H 4.28 -4.16 1.02
H 3.50 -4.49 -0.51
H 2.44 -4.72 0.68
C 1.62 -2.81 -0.99
H 1.85 -3.05 -2.04
H 1.01 -3.31 -0.59
H 1.40 -1.76 -1.15
O 2.66 -2.23 1.22
C 3.13 -0.71 1.15
H 3.35 -0.58 2.32
H 5.26 -0.79 0.50
H 1.53 0.25 3.35
H 1.59 2.05 3.45
H -0.19 3.07 1.99
H -2.47 3.00 1.18
H -4.82 -0.60 1.97
H -5.92 0.20 0.61
H -4.98 -1.94 -0.17
H -3.32 -0.99 -0.30
H -5.77 -0.20 -1.40

- Gap between HOMO and LUMO: 9.0 eV
- HOMO level: -8.69 eV
- LUMO: 0.274 eV
- Total charge: 0
- Structure (SMILES): CC(C)CCOc1ccc(CO[C@@H]2[C@H]3OC(C)(C)O[C@H]3O[C@@H]2[C@@H](O)CO)cc1

=====

Which structure is the least stable? The one labeled x.

=====

w.
The following is a quantum chemistry calculation of an isolated molecule of C5H5NOS, from the Open Molecules 2025 dataset.

Positions of all 13 atoms, in Å:
C -0.52 -0.41 0.18
C 0.37 -1.41 -0.01
C 2.33 0.07 -0.06
C 1.53 1.10 0.41
C 0.07 0.93 0.01
H -2.11 0.98 0.73
H 0.10 -2.55 -0.30
H 2.39 -2.18 -0.43
H 3.41 0.22 -0.16
H 1.68 2.37 0.42
N 1.79 -1.23 -0.07
O -0.54 1.96 -0.40
S -2.28 -0.47 0.02

- Gap between HOMO and LUMO: 8.5 eV
- HOMO level: -8.31 eV
- LUMO: 0.187 eV
- Total charge: 0
- Structure (SMILES): O=c1cc[nH]cc1S

=====

x.
The following is a quantum chemistry calculation of an isolated molecule of C5H5NOS, from the Open Molecules 2025 dataset.

Positions of all 13 atoms, in Å:
C 0.89 0.86 -0.40
C 1.98 1.39 0.20
C 0.25 -0.13 0.39
C 0.88 -0.31 1.59
C -1.33 -2.01 -0.25
N -0.96 -0.72 -0.04
O -0.70 -3.03 -0.10
S 2.26 0.69 1.75
H 0.54 1.16 -1.38
H 2.64 2.15 -0.16
H 0.63 -1.00 2.37
H -2.38 -2.03 -0.62
H -1.62 -0.03 -0.38

- Gap between HOMO and LUMO: 9.7 eV
- HOMO level: -9.00 eV
- LUMO: 0.735 eV
- Total charge: 0
- Structure (SMILES): O=CNc1ccsc1

=====

Which structure is the least stable? The one labeled w.

=====

w.
The following is a quantum chemistry calculation of a cluster of 2 separate species, C6H7ClO2 in total, from the Open Molecules 2025 dataset.

Positions of all 16 atoms, in Å:
C -3.01 0.77 0.55
C 0.54 -1.09 -0.09
C -0.62 -1.33 -0.66
C -1.79 1.23 0.44
C 1.50 -0.03 -0.62
C 2.92 -0.12 -0.04
O 1.03 0.73 -1.42
O -1.68 -1.48 -1.13
Cl -0.72 1.29 1.63
H -3.34 0.20 1.40
H -3.67 0.84 -0.30
H 1.06 -1.76 0.60
H 2.96 0.34 0.89
H 3.51 0.10 -0.91
H 2.95 -1.20 0.26
H -1.63 1.50 -0.61

- Gap between HOMO and LUMO: 9.7 eV
- HOMO level: -9.14 eV
- LUMO: 0.577 eV
- Total charge: 0
- Structure (SMILES): CC(=O)C=C=O.C=CCl

=====

x.
The following is a quantum chemistry calculation of an isolated molecule of C6H7ClO2, from the Open Molecules 2025 dataset.

Positions of all 16 atoms, in Å:
C -0.37 0.12 -3.24
C 0.16 0.29 -0.98
C -0.14 -0.19 0.41
C 0.55 0.30 1.42
C 0.83 0.34 2.86
C 1.60 1.22 1.88
H -1.08 -0.41 -3.84
H -0.57 1.23 -3.34
H 0.66 -0.09 -3.51
H 0.09 0.82 3.50
H 1.32 -0.51 3.32
H 2.64 0.96 1.66
H 1.39 2.27 1.84
O -0.62 -0.30 -1.89
O 1.01 1.11 -1.23
Cl -1.37 -1.37 0.66

- Gap between HOMO and LUMO: 10.3 eV
- HOMO level: -9.56 eV
- LUMO: 0.759 eV
- Total charge: 0
- Structure (SMILES): COC(=O)C(Cl)=C1CC1

=====

Which structure is the least stable? The one labeled w.